C18H16CuN2 as an isolated structure, computed with wB97M-V/def2-TZVPD.

- Lowest unoccupied orbital energy: 2.8 eV
- E_HOMO: -4.565 eV
- Total charge: -1
- DFT total energy: -66544.8588 eV

```
37
Properties=species:S:1:pos:R:3:forces:R:3
Cu 2.5493 -0.6097 -1.2633 -0.028 0.014 -0.080
C -1.3212 -0.7347 -0.5601 0.019 0.009 -0.019
N -0.3824 -1.3990 -1.4316 -0.016 -0.021 -0.008
C -0.9410 -1.6183 -2.7465 0.023 0.010 0.032
C 0.1220 -2.6286 -0.8373 0.008 0.025 0.017
C 1.2620 -3.2370 -1.6229 -0.014 0.018 -0.005
C 1.1269 -4.5358 -2.1025 -0.006 -0.017 0.007
C 2.1517 -5.1387 -2.8215 0.024 0.012 -0.006
C 3.3119 -4.4173 -3.0564 -0.022 -0.025 0.004
C 3.4290 -3.1159 -2.5748 0.022 0.038 0.012
C 2.4219 -2.4669 -1.8432 0.051 -0.038 -0.004
H -2.2311 -1.3373 -0.3736 -0.001 -0.004 -0.001
H -1.6266 0.2137 -1.0054 -0.010 0.006 0.019
H -0.8472 -0.5233 0.3993 0.005 0.008 -0.002
H -1.8194 -2.2920 -2.7224 -0.001 -0.003 -0.002
H -0.1867 -2.0608 -3.3958 -0.007 -0.003 -0.012
H -1.2537 -0.6641 -3.1739 0.002 -0.002 -0.009
H -0.6932 -3.3702 -0.7186 -0.009 0.012 -0.003
H 0.4769 -2.3719 0.1654 -0.004 -0.017 0.000
H 0.2076 -5.0846 -1.9149 -0.002 0.005 0.003
H 2.0431 -6.1512 -3.1936 -0.008 -0.001 0.003
H 4.1265 -4.8671 -3.6152 0.002 0.002 -0.001
H 4.3557 -2.5865 -2.7790 -0.004 -0.003 -0.007
N 3.2623 8.8114 1.7875 -0.005 -0.015 -0.007
C 3.1800 7.7235 1.4191 0.011 0.112 0.024
C 3.0803 6.3705 0.9643 -0.018 -0.193 -0.048
C 3.1931 5.3139 1.8716 0.001 0.076 0.003
C 3.0983 4.0096 1.4351 -0.005 -0.021 -0.018
C 2.8876 3.7080 0.0786 0.015 0.069 0.008
C 2.7766 4.7835 -0.8201 -0.004 -0.054 0.010
C 2.8701 6.0891 -0.3880 0.014 0.089 0.047
C 2.7943 2.3639 -0.3661 0.021 -0.034 -0.039
C 2.7240 1.2030 -0.7469 -0.052 -0.037 0.087
H 3.3563 5.5311 2.9195 0.000 -0.013 0.001
H 3.1867 3.1910 2.1361 -0.001 0.002 0.002
H 2.6155 4.5648 -1.8668 -0.002 0.002 -0.001
H 2.7829 6.9068 -1.0920 -0.002 -0.007 -0.007
```
Forces are in eV/Å.

C18H16CuO7P3 as an isolated structure, computed with wB97M-V/def2-TZVPD.

- Lowest unoccupied orbital energy: 4.5 eV
- E_HOMO: -1.571 eV
- Total charge: -2
- DFT total energy: -105773.4150 eV

```
45
Properties=species:S:1:pos:R:3:forces:R:3
Cu 0.0398 -0.3750 0.0255 0.058 0.215 -0.184
O 2.4072 -1.0922 -2.8192 0.030 0.082 -0.209
P 1.7322 -2.1853 -1.8087 -0.230 -0.160 0.136
O 2.3771 -3.5038 -2.0351 0.006 0.108 0.011
O 1.7249 -1.5270 -0.4600 -0.020 -0.132 -0.111
O 0.2213 -2.2118 -2.4167 -0.001 -0.051 -0.087
P -1.2978 -2.2292 -1.8204 0.256 -0.309 0.079
O -1.9141 -0.8876 -2.5046 0.000 0.199 -0.098
O -2.0358 -3.3920 -2.3580 0.053 0.145 0.073
O -1.1915 -1.9645 -0.3373 -0.065 -0.092 -0.107
H 2.5774 -1.5348 -3.6582 -0.003 -0.018 0.103
H -1.6071 -0.1242 -1.9936 -0.024 -0.054 -0.007
C 4.1608 -0.9911 3.0472 -0.039 0.021 0.002
C 3.8047 0.3481 3.1832 -0.059 -0.026 -0.018
C 2.4764 0.7276 3.0679 0.014 0.044 0.058
C 1.4841 -0.2229 2.8332 -0.055 -0.037 -0.078
C 1.8550 -1.5528 2.6691 0.026 -0.051 -0.046
C 3.1865 -1.9390 2.7788 -0.023 0.061 0.003
P -0.3064 0.1866 2.6686 -0.024 0.188 0.421
C -0.6541 0.7063 4.4270 0.064 0.049 -0.062
C 0.1603 0.4061 5.5170 -0.008 -0.018 0.170
C -0.2021 0.7633 6.8153 0.033 -0.050 -0.158
C -1.3873 1.4413 7.0502 -0.006 0.017 -0.008
C -2.2135 1.7492 5.9747 0.003 -0.033 -0.055
C -1.8545 1.3769 4.6877 -0.062 -0.010 0.047
C -0.2313 1.7876 1.8018 0.029 -0.094 -0.089
C -0.2704 3.0593 2.3655 0.023 0.045 -0.079
C -0.1464 4.1734 1.5409 0.000 -0.104 -0.032
C 0.0444 3.9782 0.1758 -0.005 -0.023 0.029
C 0.1066 2.6949 -0.3614 -0.006 -0.090 -0.012
C -0.0502 1.5320 0.4163 -0.031 0.165 0.325
H 5.2015 -1.2859 3.1170 0.006 0.003 -0.010
H 4.5668 1.0995 3.3556 0.010 -0.001 0.006
H 2.2021 1.7748 3.1408 -0.004 -0.014 0.010
H 1.1014 -2.2810 2.3924 0.011 0.001 0.023
H 3.4612 -2.9723 2.6087 -0.009 0.001 -0.002
H 1.0953 -0.1150 5.3540 0.018 0.002 -0.004
H 0.4527 0.5111 7.6420 0.009 0.002 -0.004
H -1.6662 1.7281 8.0577 -0.008 -0.002 -0.005
H -3.1454 2.2784 6.1399 -0.001 0.000 -0.001
H -2.5164 1.6179 3.8620 0.027 -0.012 -0.009
H -0.3932 3.1891 3.4368 0.008 0.013 -0.027
H -0.1884 5.1735 1.9585 0.004 0.017 -0.005
H 0.1495 4.8397 -0.4784 -0.001 0.002 0.003
H 0.2793 2.5984 -1.4303 -0.005 0.001 0.008
```
Forces are in eV/Å.

A single C18H16FNO3 molecule in a non-equilibrium geometry, computed with wB97M-V/def2-TZVPD.

- SMILES: C/C(=C\C(=O)c1ccc(F)cc1)NCc1ccc2c(c1)OCO2
- Lowest unoccupied orbital energy: 0.6 eV
- E_HOMO: -8.152 eV
- Energy relative to the best compared isomer or geometry (same formula, charge and spin): 1.0809 eV
- Total charge: 0
- DFT total energy: -29275.0327 eV

```
39
Properties=species:S:1:pos:R:3:forces:R:3
C -0.9278 -3.5035 -0.7655 0.025 -0.116 -0.113
C -0.5255 -2.3179 0.0481 -0.118 0.035 0.057
C -1.3450 -1.2375 0.1936 0.383 0.016 0.155
C -2.6602 -1.1389 -0.3805 -0.065 -0.017 -0.077
O -3.2337 -2.0288 -0.9989 -0.126 0.020 0.048
C -3.3539 0.1725 -0.1619 -0.230 0.061 -0.108
C -2.6817 1.3908 -0.1868 -0.111 -0.168 0.053
C -3.3712 2.5760 -0.0067 -0.201 0.189 0.039
C -4.7372 2.5278 0.2051 0.091 -0.059 -0.027
F -5.4098 3.6843 0.3941 0.071 -0.134 -0.024
C -5.4347 1.3335 0.2210 -0.011 0.210 0.022
C -4.7336 0.1595 0.0252 0.161 -0.013 -0.032
N 0.6898 -2.4165 0.6385 0.093 -0.295 -0.138
C 1.3471 -1.4131 1.4363 -0.025 0.254 0.084
C 2.2115 -0.4563 0.6410 -0.041 -0.038 -0.076
C 1.8523 -0.0670 -0.6396 -0.041 -0.113 0.113
C 2.6251 0.8228 -1.3832 0.333 0.239 0.000
C 3.7653 1.3075 -0.7928 0.008 -0.250 0.561
C 4.1335 0.9214 0.4977 -0.262 0.112 -0.530
C 3.3781 0.0419 1.2308 0.167 0.210 -0.078
O 5.3035 1.5422 0.8412 -0.266 -0.324 0.265
C 5.6613 2.3363 -0.2704 1.029 0.743 -0.084
O 4.6960 2.1802 -1.2881 -0.382 -0.158 -0.230
H -0.1157 -4.2226 -0.8547 0.089 -0.034 0.025
H -1.2505 -3.1875 -1.7551 -0.014 -0.049 0.006
H -1.7897 -3.9859 -0.3079 -0.011 -0.026 -0.034
H -1.0178 -0.3942 0.7792 0.102 0.056 0.057
H -1.6185 1.4236 -0.3736 0.106 -0.018 0.017
H -2.8667 3.5293 -0.0309 0.018 0.100 -0.007
H -6.5018 1.3358 0.3778 -0.100 0.026 0.026
H -5.2461 -0.7905 0.0149 -0.041 -0.073 -0.016
H 1.2765 -3.1797 0.3385 -0.157 0.026 0.013
H 0.5869 -0.8483 1.9844 0.064 -0.146 0.043
H 1.9698 -1.9251 2.1761 -0.107 0.075 -0.022
H 0.9498 -0.4595 -1.0809 -0.091 -0.053 -0.035
H 2.3410 1.1202 -2.3783 -0.041 0.042 -0.150
H 3.6755 -0.2481 2.2250 0.061 -0.071 0.168
H 6.6479 2.0211 -0.6459 -0.265 -0.003 0.075
H 5.7103 3.3943 0.0330 -0.095 -0.255 -0.047
```
Forces are in eV/Å.

A single C18H16N2O6 molecule in a non-equilibrium geometry, computed with wB97M-V/def2-TZVPD.

- SMILES: COc1ccccc1C(=O)CC(=O)C(=O)Nc1cccc([N+](=O)[O-])c1C
- Lowest unoccupied orbital energy: -0.6 eV
- E_HOMO: -9.145 eV
- Energy relative to the best compared isomer or geometry (same formula, charge and spin): 5.6295 eV
- Total charge: 0
- DFT total energy: -34187.9223 eV

```
42
Properties=species:S:1:pos:R:3:forces:R:3
C 1.0710 3.3956 0.2194 0.118 0.426 0.118
O 0.3450 2.2417 -0.1593 -0.089 -0.395 -0.124
C 0.8834 1.3653 -1.0590 0.004 -0.062 -0.212
C -0.0467 0.6404 -1.8064 0.061 0.140 0.102
C 0.3598 -0.3128 -2.7145 -0.011 0.085 0.055
C 1.7111 -0.5469 -2.9133 0.190 -0.043 -0.018
C 2.6393 0.1571 -2.1748 -0.153 0.066 -0.080
C 2.2452 1.1068 -1.2341 -0.327 0.365 -0.410
C 3.3376 1.7017 -0.4081 0.165 -0.340 0.460
O 3.9751 2.6768 -0.6916 0.055 0.049 -0.102
C 3.6594 0.8588 0.8390 0.466 0.444 0.063
C 2.4005 0.5494 1.5845 0.027 0.043 0.058
O 1.9656 1.1904 2.5116 0.141 -0.151 -0.180
C 1.6197 -0.6404 1.0064 -0.345 -0.210 0.229
O 2.1669 -1.5266 0.3838 0.048 0.026 0.093
N 0.3045 -0.5176 1.2910 -0.206 0.381 0.461
C -0.7701 -1.2325 0.7679 -0.352 -0.461 -0.284
C -0.5680 -2.4460 0.1196 0.084 -0.036 0.034
C -1.6418 -3.1480 -0.3983 -0.091 0.229 0.086
C -2.9165 -2.6398 -0.2707 -0.215 0.098 -0.018
C -3.1140 -1.4103 0.3552 1.273 -0.649 -0.171
N -4.4840 -0.9553 0.4008 -0.447 0.101 0.075
O -5.3379 -1.8068 0.5199 -0.291 -0.148 0.066
O -4.7086 0.2315 0.2923 -0.147 0.332 -0.153
C -2.0574 -0.6746 0.8937 -0.182 -0.069 -0.056
C -2.2256 0.6321 1.6062 -0.143 0.149 0.058
H 0.3267 4.0986 0.5927 0.091 -0.019 0.010
H 1.5938 3.8377 -0.6304 -0.031 -0.041 0.000
H 1.7841 3.1825 1.0198 -0.065 0.051 -0.050
H -1.0929 0.8512 -1.6486 -0.146 0.035 0.019
H -0.3784 -0.8670 -3.2731 -0.084 -0.048 -0.059
H 2.0403 -1.2812 -3.6308 0.035 -0.080 -0.077
H 3.6941 -0.0300 -2.3096 0.126 -0.052 -0.008
H 4.0809 -0.0831 0.4763 0.015 0.027 0.016
H 4.3717 1.4052 1.4580 -0.092 -0.070 -0.010
H 0.0720 0.3015 1.8441 0.193 -0.145 -0.146
H 0.4344 -2.8277 0.0223 0.034 -0.016 0.019
H -1.4799 -4.0902 -0.8964 0.007 -0.092 -0.054
H -3.7745 -3.1679 -0.6571 -0.020 -0.022 0.001
H -3.2623 0.9504 1.6288 0.163 -0.008 0.085
H -1.8683 0.5545 2.6340 0.083 0.028 0.079
H -1.6560 1.4088 1.0943 0.055 0.081 0.024
```
Forces are in eV/Å.